(1)
{"formula": "C5H8N2O", "method": "ωB97M-V/def2-TZVPD", "elements": ["C", "N", "C", "C", "C", "O", "C", "N", "H", "H", "H", "H", "H", "H", "H", "H"], "positions_angstrom": [[-2.29961, 0.84024, 0.38836], [-1.86048, -0.23666, -0.52910], [-1.33241, -1.50259, 0.08479], [-0.40737, -0.59402, -0.56818], [0.68218, 0.17853, 0.22847], [1.01923, 1.56946, -0.34384], [2.01240, -0.30978, 0.40839], [3.28426, -0.53005, 0.07802], [-2.22578, 2.07396, 0.18731], [-1.80878, 0.54340, 1.49436], [-3.44130, 0.96068, 0.59076], [-1.32142, -1.27503, 1.25293], [-1.60311, -2.79313, 0.00772], [0.16633, -0.81070, -1.58317], [0.03517, 0.32763, 1.06551], [0.14743, 2.11018, -0.35808]], "total_charge": 0}

(2)
{"formula": "C38H29N3O5SiZr", "method": "ωB97M-V/def2-TZVPD", "elements": ["Zr", "O", "C", "C", "C", "C", "C", "C", "C", "O", "N", "N", "C", "C", "C", "C", "C", "C", "C", "O", "H", "H", "H", "H", "H", "H", "H", "H", "H", "H", "O", "C", "O", "C", "C", "C", "C", "C", "N", "H", "H", "H", "H", "C", "C", "C", "C", "C", "C", "Si", "C", "C", "C", "C", "C", "C", "C", "C", "C", "C", "C", "C", "H", "H", "H", "H", "H", "H", "H", "H", "H", "H", "H", "H", "H", "H", "H"], "positions_angstrom": [[0.74365, 0.00184, -0.06805], [0.28894, 3.28923, 2.56885], [-0.53444, 2.62159, 3.41431], [-0.89349, 3.27798, 4.58799], [-1.68456, 2.63458, 5.52264], [-2.11537, 1.32445, 5.31759], [-1.75762, 0.67340, 4.15206], [-0.99737, 1.32986, 3.18969], [-0.63383, 0.69091, 1.90685], [0.41415, -0.13819, 1.94284], [-1.10920, 1.00686, 0.74801], [1.39085, 1.97761, -0.03571], [2.38683, 2.49830, -0.62968], [3.45364, 1.79029, -1.36742], [4.53402, 2.52875, -1.84690], [5.62372, 1.91503, -2.43577], [5.63638, 0.52440, -2.53428], [4.57169, -0.22821, -2.06782], [3.46833, 0.39899, -1.50271], [2.43639, -0.34266, -1.06531], [0.53522, 2.78801, 1.76655], [-0.53164, 4.28574, 4.74721], [-1.96300, 3.15824, 6.42939], [-2.73150, 0.82626, 6.05372], [-2.09327, -0.33901, 3.95967], [2.55461, 3.58593, -0.58432], [4.50606, 3.60766, -1.73377], [6.45501, 2.50042, -2.80333], [6.48628, 0.02111, -2.97885], [4.56581, -1.30775, -2.14898], [-1.99822, -2.04259, 0.20014], [-0.93618, -2.01263, -0.37060], [-0.51106, -1.10617, -1.26083], [0.14668, -3.00222, -0.01173], [-0.00991, -4.37034, -0.07273], [1.08971, -5.15216, 0.24169], [2.27898, -4.54148, 0.61232], [2.33395, -3.16119, 0.66420], [1.28175, -2.40697, 0.36403], [-0.95969, -4.79545, -0.36457], [1.02171, -6.23148, 0.19501], [3.15762, -5.12103, 0.85781], [3.23579, -2.63749, 0.95426], [-2.10161, 6.57256, 0.23408], [-0.96954, 5.77456, 0.15307], [-1.07960, 4.39078, 0.23712], [-2.32286, 3.77896, 0.40919], [-3.45681, 4.60172, 0.46668], [-3.35012, 5.98297, 0.38428], [-2.58760, 1.94456, 0.39588], [-3.84621, 1.46402, 1.67796], [-4.28496, 0.13323, 1.73204], [-5.19743, -0.28370, 2.69079], [-5.68454, 0.62084, 3.62676], [-5.24412, 1.93547, 3.60672], [-4.33200, 2.35070, 2.64223], [-3.13491, 1.51278, -1.33486], [-3.23163, 2.52687, -2.29427], [-3.68100, 2.26449, -3.58494], [-4.04457, 0.97732, -3.94303], [-3.95374, -0.04790, -3.00893], [-3.50391, 0.21760, -1.72557], [-2.01315, 7.65050, 0.17479], [0.00550, 6.22876, 0.02605], [-0.18386, 3.78519, 0.15999], [-4.44555, 4.16288, 0.55291], [-4.24127, 6.59629, 0.43071], [-3.89560, -0.60083, 1.03558], [-5.52301, -1.31665, 2.71149], [-6.39696, 0.29784, 4.37590], [-5.60051, 2.64022, 4.34801], [-3.97621, 3.37318, 2.67120], [-2.94900, 3.54068, -2.04013], [-3.74320, 3.06986, -4.30620], [-4.39465, 0.77009, -4.94692], [-4.22942, -1.05888, -3.28268], [-3.42185, -0.60281, -1.03017]], "total_charge": 0}

Asked for energy relative to the best compared isomer or geometry (same formula, charge and spin) across the records above, the calculation gives 728.0 50.4 kJ/mol in order.
Asked for Kohn-Sham gap across the records above, the calculation gives 0.37725 0.30545 Ha in order.
Asked for highest occupied orbital energy across the records above, the calculation gives -9.88 -8.40 eV in order.